A structure of composition C41H35As2N2O3SSn at a distorted geometry. Source: OMol25; level of theory: wB97M-V/def2-TZVPD.

Values from the calculation:
- Energy relative to the best compared isomer or geometry (same formula, charge and spin): 437.3 kJ/mol
- Highest occupied orbital energy: -3.596 eV
- Lowest unoccupied orbital energy: 2.1 eV
- Charge: -1
- Kohn-Sham gap: 5.67 eV

Last column: Mulliken charge in e.
CARTESIAN COORDINATES (ANGSTROEM)
Sn: 0.907 -0.059 -0.414  1.380
O: 2.265 -2.770 -1.045  -0.457
S: 3.230 -2.538 -0.011  0.824
O: 4.645 -2.694 -0.255  -0.718
N: 2.819 -1.108 0.610  0.191
C: 3.573 -0.529 1.599  0.093
C: 4.671 -1.037 2.273  -0.613
C: 5.322 -0.288 3.270  -0.891
C: 4.923 0.970 3.616  -1.016
C: 3.810 1.536 2.951  1.422
C: 3.337 2.836 3.225  -0.786
C: 2.271 3.326 2.538  -0.893
C: 1.652 2.511 1.574  0.644
N: 2.053 1.290 1.292  0.355
C: 3.136 0.793 1.962  -0.279
C: 2.878 -3.712 1.308  0.178
C: 3.714 -4.805 1.481  -0.448
C: 3.433 -5.734 2.473  -0.562
C: 2.327 -5.561 3.294  -0.420
C: 1.499 -4.460 3.120  -0.729
C: 1.773 -3.534 2.126  -0.136
H: 5.057 -2.011 2.018  0.444
H: 6.176 -0.740 3.760  0.387
H: 5.432 1.550 4.375  0.368
H: 3.843 3.427 3.981  0.410
H: 1.885 4.321 2.710  0.457
H: 0.806 2.857 0.995  -0.303
H: 4.576 -4.908 0.836  0.459
H: 4.082 -6.590 2.609  0.380
H: 2.111 -6.284 4.072  0.384
H: 0.633 -4.319 3.755  0.428
H: 1.123 -2.680 1.985  0.406
C: -1.614 0.435 1.854  -1.817
C: -2.090 1.570 1.096  -0.230
As: -0.968 2.266 -0.670  0.628
C: -0.853 2.538 -2.648  0.077
C: -1.173 1.687 -3.694  -0.014
C: -0.970 2.071 -5.015  -0.740
C: -0.437 3.314 -5.313  -0.505
C: -0.094 4.168 -4.275  -0.671
C: -0.300 3.783 -2.959  -0.652
C: -1.879 3.985 -0.405  -0.237
C: -1.514 4.880 0.597  0.007
C: -2.215 6.064 0.800  -0.638
C: -3.301 6.373 -0.002  -0.504
C: -3.679 5.488 -1.006  -0.543
C: -2.976 4.311 -1.206  -0.499
As: -1.127 -1.635 0.678  -0.185
C: -0.740 -3.143 -0.710  0.636
C: -0.784 -4.375 -0.064  -0.797
C: -0.597 -5.567 -0.758  -0.600
C: -0.369 -5.537 -2.121  -0.505
C: -0.326 -4.315 -2.785  -0.832
C: -0.501 -3.134 -2.084  0.278
C: -2.753 -1.158 -0.288  0.429
C: -3.941 -1.131 0.444  -0.514
C: -5.143 -0.814 -0.169  -0.628
C: -5.174 -0.505 -1.524  -0.603
C: -4.000 -0.533 -2.260  -0.831
C: -2.801 -0.863 -1.639  1.083
H: -2.321 -0.059 2.526  0.615
H: -0.642 0.552 2.347  0.350
H: -1.768 2.569 1.423  0.757
H: -3.147 1.581 0.822  0.382
H: -1.544 0.698 -3.502  0.154
H: -1.217 1.381 -5.813  0.405
H: -0.273 3.608 -6.343  0.358
H: 0.343 5.137 -4.487  0.376
H: -0.023 4.462 -2.161  0.369
H: -0.658 4.657 1.225  0.197
H: -1.902 6.746 1.582  0.409
H: -3.848 7.295 0.149  0.356
H: -4.529 5.717 -1.639  0.397
H: -3.276 3.635 -1.997  0.373
H: -0.967 -4.401 1.008  0.276
H: -0.623 -6.513 -0.228  0.393
H: -0.211 -6.460 -2.667  0.373
H: -0.122 -4.283 -3.848  0.380
H: -0.404 -2.191 -2.611  0.284
H: -3.917 -1.360 1.504  0.306
H: -6.058 -0.802 0.412  0.385
H: -6.111 -0.248 -2.002  0.385
H: -4.009 -0.298 -3.318  0.418
H: -1.884 -0.925 -2.205  -0.352
O: 1.466 0.219 -2.132  -0.900

A cluster of 3 separate species, C36H53F3O13P2S in total at a distorted geometry. Source: OMol25; level of theory: wB97M-V/def2-TZVPD.

Values from the calculation:
- Highest occupied orbital energy: -9.152 eV
- Lowest unoccupied orbital energy: -0.5 eV
- Kohn-Sham gap: 8.63 eV

Last column: Mulliken charge in e.
CARTESIAN COORDINATES (ANGSTROEM)
C: 3.311 -2.862 6.563  -0.858
C: 3.566 -3.781 5.397  0.687
O: 3.981 -4.896 5.563  -0.539
O: 3.326 -3.281 4.142  -0.315
C: 2.056 -3.710 3.644  -0.808
C: 1.699 -3.025 2.315  -1.010
C: 0.715 -1.875 2.447  1.138
C: -0.455 -1.953 1.700  -1.100
C: -1.392 -0.931 1.735  -1.207
C: -1.140 0.155 2.548  0.503
C: 0.012 0.254 3.324  0.783
C: 0.951 -0.773 3.272  0.061
O: 2.096 -0.681 4.015  -0.662
C: 0.145 1.473 4.190  -0.483
O: 1.186 2.060 4.364  -0.527
C: -1.151 1.923 4.796  0.769
C: -1.220 2.425 6.076  -1.298
C: -2.455 2.798 6.573  -0.652
C: -3.617 2.689 5.816  0.946
C: -4.921 3.157 6.451  -0.815
C: -4.798 4.326 7.431  -1.436
C: -4.164 5.575 6.842  1.061
F: -4.155 5.600 5.505  -0.269
F: -2.900 5.750 7.272  -0.267
F: -4.837 6.676 7.246  -0.309
C: -3.569 2.160 4.513  0.177
C: -4.852 1.999 3.722  -0.876
C: -5.058 0.657 2.991  -1.097
C: -4.529 -0.562 3.747  -0.035
S: -4.882 -2.041 2.711  -0.254
C: -2.310 1.811 4.028  0.581
C: -2.109 1.291 2.635  -0.040
O: -2.647 1.768 1.662  -0.598
H: 3.340 -3.427 7.488  0.331
H: 2.320 -2.406 6.468  0.280
H: 4.023 -2.037 6.564  0.325
H: 1.281 -3.440 4.374  0.493
H: 2.017 -4.791 3.509  0.473
H: 1.260 -3.784 1.671  0.319
H: 2.587 -2.659 1.796  0.466
H: -0.661 -2.814 1.076  0.356
H: -2.316 -0.943 1.171  0.857
H: 2.065 -1.300 4.749  -0.039
H: -0.332 2.499 6.690  0.518
H: -2.502 3.185 7.580  0.342
H: -5.477 2.327 6.889  0.546
H: -5.539 3.533 5.637  0.414
H: -5.817 4.607 7.699  0.440
H: -4.296 4.071 8.361  0.452
H: -5.713 2.123 4.373  0.395
H: -4.907 2.826 3.009  0.316
H: -6.137 0.517 2.887  0.653
H: -4.658 0.637 1.981  0.288
H: -5.082 -0.731 4.667  0.413
H: -3.454 -0.557 3.901  -0.009
H: -3.702 -2.674 2.689  0.101
O: -1.795 -2.880 -4.844  -0.784
P: -0.845 -3.661 -4.032  0.881
O: -1.504 -5.093 -3.689  -0.377
C: -1.918 -5.943 -4.759  -0.300
C: -0.741 -6.509 -5.532  -0.943
O: -0.888 -2.985 -2.564  -0.199
C: -1.620 -1.785 -2.313  -0.296
C: -3.018 -2.089 -1.817  -0.982
O: 0.711 -4.058 -3.868  -0.262
C: 1.668 -3.668 -4.877  -0.177
C: 1.626 -2.181 -5.167  -1.152
H: -2.593 -5.401 -5.426  0.278
H: -2.485 -6.753 -4.303  0.320
H: -0.254 -5.729 -6.125  0.174
H: -1.070 -7.289 -6.218  0.423
H: 0.004 -6.923 -4.853  0.270
H: -1.644 -1.150 -3.198  0.385
H: -1.068 -1.241 -1.543  0.289
H: -3.549 -2.767 -2.486  0.351
H: -3.602 -1.173 -1.721  0.363
H: -2.973 -2.577 -0.841  0.161
H: 1.496 -4.246 -5.789  0.225
H: 2.649 -3.949 -4.496  0.310
H: 0.681 -1.897 -5.638  0.359
H: 2.433 -1.897 -5.842  0.436
H: 1.720 -1.607 -4.246  0.264
O: 3.513 1.502 -5.322  -0.639
P: 4.093 2.845 -5.509  1.042
O: 5.344 2.740 -6.523  -0.392
C: 5.138 2.209 -7.831  -0.254
C: 4.321 3.141 -8.709  -0.933
O: 4.915 3.146 -4.151  -0.391
C: 4.855 2.268 -3.027  -0.242
C: 5.983 1.258 -3.062  -1.070
O: 3.726 4.403 -5.714  -0.329
C: 2.355 4.805 -5.920  -0.154
C: 1.429 4.282 -4.840  -1.093
H: 4.663 1.227 -7.765  0.227
H: 6.128 2.068 -8.263  0.320
H: 3.277 3.169 -8.380  0.162
H: 4.332 2.804 -9.745  0.417
H: 4.712 4.157 -8.661  0.271
H: 3.885 1.775 -2.971  0.269
H: 4.949 2.895 -2.139  0.337
H: 6.008 0.727 -4.015  0.275
H: 5.872 0.528 -2.259  0.361
H: 6.945 1.759 -2.947  0.296
H: 2.020 4.477 -6.908  0.229
H: 2.353 5.894 -5.921  0.311
H: 1.345 3.192 -4.884  0.297
H: 0.428 4.698 -4.959  0.402
H: 1.807 4.545 -3.852  0.282

A cluster of 2 separate species, C4H9N2 in total at a distorted geometry. Source: OMol25; level of theory: wB97M-V/def2-TZVPD.

Values from the calculation:
- Energy relative to the best compared isomer or geometry (same formula, charge and spin): 570.5 kJ/mol
- Highest occupied orbital energy (spin up / spin down): -13.476 / -13.473 eV
- Lowest unoccupied orbital energy (spin up / spin down): -7.0 / -7.0 eV
- Charge: +1
- Kohn-Sham gap (spin up / spin down): 6.48 / 6.48 eV

Last column: Mulliken charge in e.
CARTESIAN COORDINATES (ANGSTROEM)
C: -3.129 0.645 0.275  0.313
C: 0.973 0.133 0.205  0.599
C: 2.219 1.021 -0.127  -1.063
C: 1.154 -1.332 0.426  -1.115
N: -0.217 0.566 0.172  -0.423
N: -3.704 -0.259 -0.359  -0.133
H: 2.736 1.433 0.740  0.309
H: 1.895 2.019 -0.627  0.318
H: 2.897 0.335 -0.545  0.332
H: 0.374 -1.734 1.076  0.326
H: 2.069 -1.694 0.817  0.371
H: 0.963 -1.695 -0.678  0.244
H: -0.305 1.630 0.169  0.247
H: -4.572 0.063 -0.679  0.322
H: -3.353 -1.129 -0.865  0.354